Entry 1:
Here is a cluster of 2 separate species, C27H31OSi in total in a non-equilibrium geometry from the Open Molecules 2025 dataset. Energies are from ωB97M-V/def2-TZVPD.

The calculation puts the orbital gap at 3.51 eV. As for the total charge: +1. Its molar mass is 399.63 g/mol.

Last column: Löwdin charge in e.
CARTESIAN COORDINATES (ANGSTROEM)
C 3.3829 -4.9004 0.3000  -0.08
C 2.2951 -3.8858 -0.1015  -0.18
C 2.5290 -2.4774 0.3579  -0.34
C 2.2874 -1.3139 -0.3518  -0.14
C 3.4293 -0.3999 -0.5902  -0.12
O 3.1720 -2.4558 1.5574  -0.15
Si 2.8309 -1.6921 3.0664  0.46
C 2.9076 -2.9401 4.4377  -0.15
C 4.0579 -0.2998 3.2183  -0.14
C 1.0955 -1.0789 2.9134  -0.17
H 2.9387 -5.9049 0.2984  0.08
H 4.1990 -4.8731 -0.4376  0.08
H 3.8033 -4.6546 1.2850  0.07
H 2.2697 -3.8839 -1.1950  0.11
H 1.2958 -4.2001 0.2637  0.12
H 1.3187 -1.1664 -0.8334  0.09
H 3.5438 -0.1647 -1.6593  0.08
H 3.3239 0.5274 -0.0044  0.05
H 4.3636 -0.9230 -0.3022  0.09
H 2.4801 -2.5093 5.3563  0.04
H 2.3257 -3.8384 4.1955  0.04
H 3.9464 -3.2329 4.6351  0.04
H 3.6725 0.5095 3.8568  0.03
H 4.9619 -0.7138 3.6881  0.04
H 4.3472 0.1347 2.2497  0.03
H 0.8777 -0.5656 3.8641  0.05
H 1.0876 -0.3775 2.0698  0.00
H 0.3325 -1.8416 2.7139  0.06
C -0.0599 2.0449 -0.2163  0.07
C -1.0767 1.0197 -0.2459  -0.15
C -1.5144 0.6014 -1.5329  -0.03
C -2.7617 0.0242 -1.7160  -0.04
C -3.5913 -0.1796 -0.6067  -0.03
C -3.0824 0.0171 0.6821  -0.04
C -1.8215 0.5938 0.8788  0.02
C 0.8905 2.4075 0.8170  -0.08
C 1.5969 3.5837 0.3659  -0.09
C 2.4227 4.2936 1.2244  0.02
C 2.4505 3.9489 2.5816  -0.01
C 1.7337 2.8349 3.0482  -0.04
C 0.9664 2.0581 2.1720  0.00
C 0.9802 4.0402 -0.8640  -0.10
C -0.0758 3.1330 -1.1905  -0.10
C -1.1064 3.5628 -2.0387  0.03
C -1.1739 4.9070 -2.4306  -0.03
C -0.0769 5.7530 -2.1792  -0.02
C 1.0383 5.2953 -1.4595  0.02
H -0.8676 0.8271 -2.3870  0.13
H -3.1031 -0.2196 -2.7242  0.12
H -4.6129 -0.5394 -0.7427  0.12
H -3.6864 -0.2781 1.5436  0.12
H -1.4119 0.7743 1.8738  0.11
H 3.0337 5.1011 0.8217  0.13
H 3.0093 4.5684 3.2805  0.12
H 1.7460 2.5797 4.1091  0.12
H 0.3661 1.2433 2.5670  0.07
H -1.8677 2.8444 -2.3249  0.11
H -2.0701 5.3239 -2.9069  0.12
H -0.0811 6.7851 -2.5297  0.12
H 1.9317 5.9111 -1.3300  0.13

---

Entry 2:
Here is a cluster of 2 separate species, C3H7NO in total in a non-equilibrium geometry from the Open Molecules 2025 dataset. Energies are from ωB97M-V/def2-TZVPD.

As for the spin multiplicity: 2. The calculation puts the orbital gap (spin up / spin down) at 9.32 / 5.52 eV. As for the total charge: +1. Its molar mass is 73.09 g/mol.

Last column: Mulliken spin population.
CARTESIAN COORDINATES (ANGSTROEM)
O -1.0016 -0.0982 -2.3238  0.00
C -1.1567 0.8462 -1.5127  0.00
H -0.3049 1.2894 -0.8768  0.00
H -2.1157 1.3694 -1.5570  0.00
C 1.6464 -0.4482 0.2806  0.43
C 0.3162 -0.6833 0.4518  0.15
N -0.4102 -0.0592 1.5349  0.35
H 1.9204 0.5448 0.7223  0.02
H 2.0786 -0.8698 -0.5985  0.04
H -0.1798 -1.3751 -0.1746  0.01
H 0.2794 0.2609 2.2379  0.00
H -1.0721 -0.7769 1.8157  0.00